Entry 1:
A 2-piece molecular cluster, C6H12O overall. Source: the OMol25 dataset; level of theory: ωB97M-V with the def2-TZVPD basis set.

Geometry as XYZ:
```
19
Properties=species:S:1:pos:R:3:forces:R:3:nbo_charge:R:1
C 3.424 -0.006 -0.499 -0.12 -0.10 -0.01 -0.39
H 0.169 1.719 -0.939 -0.04 -0.03 0.17 0.18
H -3.407 -0.019 0.422 0.07 -0.13 0.00 0.22
H 1.665 -0.743 -1.411 0.11 0.02 0.13 0.19
C -0.717 0.512 0.684 0.03 -0.25 0.02 0.05
H -2.682 -1.353 1.336 -0.01 0.06 -0.14 0.20
H 1.899 -1.182 0.371 0.08 0.09 -0.12 0.19
C 0.060 1.624 0.142 0.28 0.03 -0.10 -0.11
H -1.496 -0.078 -1.206 0.03 -0.05 0.13 0.21
H 3.805 0.498 -1.384 -0.08 -0.07 0.11 0.19
H 0.866 2.065 0.729 -0.15 -0.07 -0.06 0.19
C -2.765 -0.902 0.340 -0.06 -0.01 0.04 -0.61
H -3.257 -1.625 -0.318 0.07 0.11 0.10 0.21
H -0.480 0.170 1.696 -0.03 0.06 -0.15 0.18
O -1.254 1.829 0.641 -0.18 0.15 0.05 -0.50
H 4.035 0.058 0.399 -0.11 -0.01 -0.12 0.19
C -1.393 -0.505 -0.201 0.04 0.00 -0.05 -0.42
C 2.277 -0.674 -0.514 0.15 0.06 -0.01 -0.39
H -0.748 -1.389 -0.288 -0.08 0.14 0.02 0.20
```
Positions in Å, forces in eV/Å.

F_max (eV/Å): 0.3
Energy (Ha): -310.97110
SMILES: CC[C@H]1CO1.C=C
ΔE to the lowest compared entry with this formula, charge and spin (kcal per mole): 55.33

***

Entry 2:
A 21-piece molecular cluster, C50H148N6O32 overall. Source: the OMol25 dataset; level of theory: ωB97M-V with the def2-TZVPD basis set.

Geometry as XYZ:
```
236
Properties=species:S:1:pos:R:3:forces:R:3:lowdin_charge:R:1
H -1.553 -3.487 -2.406 -0.33 -0.15 -0.26 0.07
H -0.439 -1.411 -5.688 0.27 -0.50 -0.37 0.06
O -7.000 1.396 0.519 -0.35 1.03 0.89 -0.07
C -4.762 -2.887 1.894 -0.25 0.45 2.35 -0.13
H 1.667 -2.240 3.671 -0.46 0.82 -0.06 0.05
C -3.009 4.817 -3.814 -1.71 0.27 0.31 -0.23
H -5.021 2.885 5.245 0.18 0.65 -0.15 0.12
H 4.072 -3.197 5.111 -0.11 -0.10 0.02 0.07
H -3.328 1.005 1.926 1.34 0.13 -0.27 0.00
H 2.137 -5.392 2.503 0.59 -0.38 0.54 0.12
H 1.185 -0.799 -1.653 -0.78 0.05 -0.04 0.08
N 2.564 -2.125 3.221 -0.04 1.60 0.42 0.06
O 2.814 -8.889 0.175 -0.77 -0.40 0.62 -0.07
H 4.917 -2.576 -6.650 0.00 -0.98 0.17 0.04
H -2.510 -2.241 5.817 -0.53 0.03 -0.18 0.04
H 6.597 -6.544 -1.183 0.21 0.26 -0.33 0.09
C 3.159 -4.733 -5.004 1.02 -1.11 1.24 -0.20
H 4.809 4.703 0.145 -0.77 -0.03 0.22 0.06
H 1.141 4.096 -3.347 0.50 0.06 0.03 0.07
H 4.189 4.630 2.334 -0.01 -0.01 -0.02 0.06
O 4.540 -0.404 -4.735 -1.23 -0.89 0.66 -0.07
H -7.076 3.078 3.965 0.60 -0.06 -0.40 0.11
H 4.371 -6.672 -1.431 0.39 -0.15 0.27 0.02
H 0.217 -1.033 1.870 -0.29 -0.39 0.23 0.10
H -2.161 4.670 3.578 0.40 0.43 -0.52 0.10
C -2.719 -3.920 3.201 -0.02 0.04 -0.40 -0.03
C -2.260 1.352 -7.711 2.13 0.70 0.18 -0.32
C -6.343 -0.285 -2.248 0.16 0.85 -2.63 -0.11
H -0.419 1.030 -1.297 0.18 -1.20 -0.18 0.05
O 0.269 -1.815 0.037 2.09 0.08 -2.25 -0.21
C 5.774 -4.850 -0.571 -0.42 0.05 -0.85 -0.20
O 5.565 -2.070 -7.146 -1.12 -1.06 0.31 -0.04
H -0.289 -2.687 -4.444 -0.05 0.31 -0.12 0.04
H 4.521 3.774 3.688 -0.03 0.04 0.17 0.07
H -5.497 0.665 5.111 0.68 0.22 -0.66 0.07
C 0.241 -0.675 0.840 -2.35 0.07 1.75 -0.19
O 5.901 -6.278 -0.579 -0.63 0.19 0.69 -0.07
O 0.755 0.833 -6.167 0.78 0.26 -0.62 -0.07
H 6.651 0.396 3.367 -0.43 -0.05 -0.16 0.08
H 0.605 -0.568 5.630 0.02 0.00 -0.05 0.11
H 6.095 3.855 -0.390 0.17 -0.65 -0.65 0.08
C 1.738 -4.858 0.027 -0.76 -1.90 -0.28 -0.13
H -7.651 -2.651 2.380 0.09 0.01 0.34 0.08
H 2.793 -8.204 -2.999 -0.69 0.54 -0.26 0.11
H -1.472 -0.409 7.017 -0.26 0.17 -0.13 0.12
H 3.270 1.047 3.174 0.25 0.45 -0.34 0.04
H -0.965 7.035 3.366 0.20 -0.59 0.53 0.11
H -1.873 -0.835 0.541 0.18 -0.13 -0.88 0.11
H -3.358 5.842 -3.941 0.50 0.35 0.02 0.12
O 3.639 -6.588 -2.046 -0.20 1.65 -1.12 -0.11
H -1.704 0.056 2.695 0.12 -0.78 -0.19 0.05
H 7.820 -4.422 -0.332 0.04 0.48 0.57 0.13
H 3.367 -4.733 -3.934 0.31 0.10 0.18 0.10
O -2.320 7.965 4.549 0.43 0.25 1.33 -0.08
H 2.241 2.890 -7.061 -0.06 0.18 -0.35 0.08
H 5.258 5.395 -3.407 0.39 0.00 -0.86 0.07
O -7.404 1.308 4.983 -0.37 0.49 -0.06 -0.18
H 4.481 3.349 -2.502 0.00 0.01 -0.42 0.13
C 1.906 -3.884 -5.175 1.84 -0.53 -2.01 -0.25
O 6.619 -1.105 -0.112 -0.14 -0.29 -1.43 -0.09
C 2.590 1.833 3.503 0.14 1.57 -0.87 -0.02
C 3.396 -3.917 4.650 -0.90 -0.10 -1.20 -0.04
C -3.451 -2.659 2.735 -0.77 -0.45 -0.15 -0.36
H 1.070 0.020 0.968 0.52 0.12 -1.42 0.13
H 6.409 -0.217 -5.346 0.46 -0.23 -0.77 0.13
H 0.920 5.710 1.076 -0.37 0.01 -0.01 0.10
H 4.545 -8.660 -0.761 0.36 0.88 -0.65 0.10
C 2.017 -4.311 2.429 1.42 -1.76 -0.90 -0.14
H -8.033 3.251 5.311 -0.21 -0.46 0.68 0.12
H -0.937 1.290 2.198 -0.05 0.55 0.00 0.06
H 5.272 -1.265 2.226 -0.40 -0.13 -0.67 0.10
H 2.172 -4.765 -0.969 0.32 1.31 0.12 0.08
C -7.141 2.712 4.990 0.04 0.04 -0.09 -0.18
N -3.614 -1.755 3.937 -0.56 -0.94 -1.66 0.06
H 3.199 1.437 -5.589 -0.07 0.02 -0.23 0.09
H 5.297 0.999 -5.880 0.08 0.18 -0.40 0.11
H 3.539 -9.787 -1.499 -0.63 -0.12 0.00 0.11
H 2.468 -4.002 5.217 -0.07 0.29 0.27 0.06
H -3.477 0.294 -5.361 -0.01 -0.52 0.66 0.07
H -1.978 -4.113 2.425 0.13 -0.50 0.24 0.07
H -6.655 0.755 -2.147 -0.16 -0.37 1.90 0.08
H 1.889 -7.499 -1.494 -0.52 0.02 -0.80 0.11
C -5.909 3.152 5.818 -0.51 0.20 1.55 -0.38
H -6.548 2.764 7.848 0.26 0.10 0.28 0.08
H 2.803 1.973 4.563 -0.56 -0.13 0.16 0.08
O 4.342 -4.313 -5.736 -1.15 1.27 -0.36 -0.08
H 4.980 -4.486 -1.223 -0.39 -0.55 -0.32 0.12
H -7.043 0.215 -3.961 0.09 -0.12 -0.41 0.06
C 2.538 2.252 -5.290 -0.95 0.28 -0.29 -0.20
C -1.083 -1.378 6.705 2.73 0.69 0.31 -0.29
H 6.976 -3.192 -1.361 -0.56 0.32 1.20 0.11
C -1.178 1.060 -0.515 0.63 -0.64 0.60 -0.01
O -1.981 -2.843 -5.557 0.28 0.73 0.76 -0.11
H 3.118 5.335 -3.016 -0.87 -0.70 -0.60 0.12
H -0.313 3.085 5.844 -0.25 0.20 0.21 0.08
C -0.189 -1.299 5.475 -0.28 0.39 -0.07 -0.23
H -1.687 -1.475 4.280 -0.76 -0.06 -0.31 0.01
H -5.303 -0.444 -1.962 -0.47 -0.25 0.77 0.07
C -1.157 -0.017 0.627 0.43 0.65 0.70 -0.32
C 3.500 -8.800 -1.039 -0.40 0.35 -0.94 -0.22
O -0.889 -0.941 4.290 0.76 0.11 0.33 -0.10
H -5.208 -1.910 1.707 0.02 0.38 0.13 0.10
H -5.923 1.340 7.070 -0.08 -0.02 -0.10 0.06
O 6.779 0.067 2.474 0.45 -0.19 -1.36 -0.08
H 0.361 2.479 -4.987 0.25 0.79 -0.50 0.10
H -4.155 -0.998 3.544 0.06 0.96 0.18 0.05
H 3.037 -5.790 -5.244 -0.69 -0.02 -0.21 0.12
H 1.690 4.375 4.273 -0.40 -0.17 0.21 0.12
C 2.741 3.225 2.762 0.96 0.39 -0.36 -0.37
H -2.124 1.145 -1.049 -0.08 0.51 0.54 0.06
C -2.918 1.741 -6.462 -0.65 0.48 1.80 -0.20
H -4.168 4.977 5.012 0.15 0.06 0.32 0.02
O 2.236 -4.065 1.024 0.68 2.48 0.91 -0.19
C -2.017 6.935 3.631 -0.95 0.86 -0.98 -0.25
C 4.609 4.293 -1.973 -1.02 -1.65 2.14 -0.47
C 3.218 4.958 -1.998 1.20 -0.65 0.31 -0.21
C 1.164 -1.749 -1.119 0.75 -0.17 1.02 -0.03
O -2.556 0.089 -8.145 -0.26 -1.39 -0.32 -0.01
H 0.532 3.187 -1.947 -0.36 0.09 -0.24 0.08
H -3.237 -3.388 -1.666 0.11 -0.28 -0.57 0.08
O -4.275 0.932 1.783 -2.55 0.11 -1.44 -0.11
H -4.753 2.529 7.563 -0.22 0.39 0.21 0.08
H 2.063 -5.889 0.165 -0.40 -0.65 0.62 0.07
O -3.939 5.469 4.220 1.23 0.80 -0.46 -0.10
H 1.023 -4.194 2.859 -0.49 0.85 -0.52 0.12
H 0.970 1.191 -4.174 0.73 -0.42 0.37 0.11
H 5.863 0.849 -0.086 0.38 0.22 0.34 0.10
O 2.089 -2.593 -4.702 -0.80 0.84 1.49 -0.06
H 5.632 5.903 -2.006 0.72 0.47 0.40 0.08
H -3.389 4.240 -4.657 -0.61 -0.03 -0.01 0.10
H 1.034 -2.600 -1.788 -0.61 0.19 0.08 0.08
H -6.048 3.097 -0.091 -0.22 -0.19 -0.48 0.10
H -0.777 1.945 -0.020 -0.94 0.64 0.16 0.06
H 4.894 -1.179 -4.293 -0.10 -0.13 0.18 0.09
O -5.790 -3.649 2.687 0.37 0.95 -2.79 -0.19
H -2.506 7.370 2.759 -0.30 -1.28 -0.89 0.11
H -2.810 -2.205 1.979 0.17 0.52 0.30 0.10
H 2.556 3.058 1.701 -0.33 -0.20 -0.07 0.11
H -4.572 1.160 -0.379 -0.51 -0.80 0.29 0.09
H 2.768 -2.022 -5.068 0.23 -0.46 -0.57 0.07
N 4.118 3.719 2.763 0.61 -0.73 0.35 0.03
O -2.690 0.839 -5.288 -0.59 1.28 -2.40 -0.06
H -2.510 2.706 -6.161 -0.16 0.15 0.02 0.11
C -4.643 1.671 0.581 0.75 1.78 1.61 -0.21
C -0.330 2.168 5.256 -0.49 0.29 -0.21 -0.13
H 2.423 -1.817 2.270 -0.32 0.18 -0.13 0.06
H 1.699 -3.899 -6.245 -0.43 0.25 -0.28 0.13
H -0.966 -2.929 -0.194 0.46 0.17 0.54 0.00
H -6.170 0.653 3.384 0.28 0.47 0.09 0.07
H -6.110 5.190 5.410 0.03 0.21 -0.32 0.06
H -3.336 -4.804 3.363 -0.19 0.13 -0.19 0.08
H -0.197 0.712 -6.185 -0.04 -0.08 0.34 0.03
C 1.080 4.075 -2.259 -0.24 -0.62 1.62 -0.09
C -2.190 -3.086 -1.618 -0.46 0.29 0.47 -0.15
H -4.325 -2.257 4.450 -0.25 -0.18 0.66 0.09
H 0.256 -2.287 5.353 0.20 -0.21 0.00 0.10
C 5.607 -0.163 0.227 1.70 -0.87 2.50 -0.18
C 5.017 3.884 -0.544 0.11 0.65 0.11 -0.06
H -6.581 -0.527 4.619 -0.55 -0.05 -0.10 0.09
H -2.022 5.463 5.108 -0.12 0.01 0.28 0.12
N -1.635 0.637 1.872 0.62 0.84 -0.59 0.05
H -7.106 -3.431 0.929 0.97 0.25 -0.20 0.08
H 3.813 -4.924 4.670 0.26 0.09 -0.18 0.07
H 0.697 1.801 5.277 -0.16 -0.50 0.05 0.05
N 5.646 5.047 -2.542 0.34 1.53 -0.91 0.05
H -1.268 4.922 -4.672 0.06 0.03 -0.06 0.10
H 4.552 2.947 -0.238 -0.01 0.29 0.25 0.06
H 2.942 2.622 -4.348 -0.21 0.25 -0.03 0.11
O 2.497 3.334 -6.250 0.47 -0.70 0.53 -0.07
H -3.057 4.599 -1.641 0.00 0.62 0.13 0.11
H -6.810 0.718 1.171 -0.15 -0.25 0.12 0.06
H -3.272 8.088 4.550 -0.07 -0.14 0.06 0.08
O -3.260 2.872 -2.609 -0.17 -1.97 0.28 -0.08
C -2.472 5.564 4.120 -0.86 -0.38 0.34 -0.18
H -7.655 -4.432 2.142 0.02 0.04 0.69 0.08
H -0.148 3.007 3.519 -0.12 0.43 -0.45 0.01
H 5.470 -4.499 0.415 0.46 -0.16 0.16 0.13
H -4.473 -3.214 0.896 -0.31 -1.12 0.12 0.12
H 5.135 -4.813 -5.528 -0.32 -0.26 0.40 0.09
H -1.067 1.477 5.664 0.44 -0.09 0.29 0.07
O -0.783 2.420 3.936 0.08 -0.38 0.53 -0.14
C -0.973 -2.002 -4.944 0.29 -0.27 -0.55 -0.15
H -0.435 4.445 0.736 -0.56 0.98 0.58 0.09
C -5.998 2.401 0.747 1.25 -1.24 -2.05 -0.21
H -2.230 -3.712 4.153 0.26 -0.05 -0.09 0.06
C 5.417 -0.079 -5.776 0.52 1.02 0.26 -0.26
H 2.240 5.401 3.042 0.15 -0.05 -0.72 0.12
H 4.014 -3.473 2.661 -0.09 -0.03 -0.40 0.12
H -0.389 -1.739 7.464 0.11 0.43 0.50 0.13
H -2.790 -2.342 -5.684 0.04 0.12 -0.05 0.06
O -1.990 -2.373 6.612 -1.93 -1.53 -0.29 -0.03
C 2.814 -7.690 -2.039 2.31 -2.93 2.63 -0.20
H -3.507 0.054 -8.273 -0.18 -0.27 -0.19 0.10
C 0.516 4.705 1.199 0.45 -2.34 0.37 -0.05
H 3.114 5.895 -1.452 0.29 0.02 0.83 0.12
C 1.817 4.408 3.191 -0.57 -1.73 0.24 -0.16
C 7.035 -4.239 -1.066 1.63 1.42 0.73 -0.27
H 1.063 -4.366 -4.679 0.17 0.13 0.26 0.12
C -3.591 4.209 -2.507 1.39 0.41 -0.75 -0.23
H 4.808 0.472 2.087 -0.29 -0.22 0.39 0.08
H 1.606 1.454 3.229 -0.25 0.01 0.75 0.06
O 7.494 -4.834 -2.232 -0.17 -1.97 -1.92 -0.06
H -6.055 3.116 1.568 -0.30 -0.85 0.90 0.11
H -6.722 4.807 6.828 -0.10 -0.33 0.28 0.07
H 4.700 -0.371 -0.341 -0.18 -0.60 0.54 0.11
H -2.193 -1.998 -1.674 0.08 0.29 -0.29 0.07
H -3.916 2.467 0.416 0.43 0.24 0.33 0.10
C 5.542 -0.289 1.822 -1.02 1.80 -0.43 -0.19
H -2.398 2.081 -8.510 -0.29 0.44 0.09 0.13
C -7.087 -3.510 2.016 0.33 -0.62 0.39 -0.10
H -4.661 4.280 -2.309 -0.06 0.44 -0.54 0.12
H 8.364 -4.505 -2.469 -0.09 0.06 0.17 0.10
H -1.248 -1.211 -4.247 -0.97 -0.42 0.38 0.07
H 1.102 3.953 0.671 0.81 0.58 -0.36 0.06
H -2.561 2.819 -3.265 0.24 -0.50 0.08 0.06
C 3.059 -3.437 3.186 0.64 -2.57 0.68 -0.44
H 0.560 4.956 -1.882 -0.28 0.14 -0.31 0.09
N -5.937 4.616 6.222 0.43 -1.10 -1.33 0.03
O -1.610 4.619 -3.828 0.33 0.29 0.55 -0.07
H 5.837 -0.343 -7.821 -0.32 0.95 -0.15 0.12
H 0.652 -4.812 -0.064 -0.19 -0.07 0.04 0.09
H 7.343 -1.054 0.516 -0.03 0.34 0.19 0.08
H -3.968 1.871 -6.725 -0.50 -0.09 0.86 0.13
C -5.765 2.413 7.175 -0.40 -0.47 -0.93 -0.05
C 1.127 1.715 -5.117 -0.92 -0.67 1.10 -0.24
H -1.211 1.441 -7.430 0.41 -0.56 -0.82 0.10
O 2.312 3.962 -1.523 -0.21 1.00 -2.06 -0.19
C 5.131 -0.756 -7.100 2.17 1.69 -0.01 -0.27
H 2.950 -8.073 0.662 0.03 0.06 0.07 0.07
O -6.247 -0.254 -3.698 0.22 -0.33 -1.06 -0.18
H -7.083 -1.072 -2.100 0.24 0.20 1.30 0.08
C -6.353 0.525 4.451 -0.13 -0.40 0.99 -0.11
O -1.738 -3.478 -0.345 -0.28 -0.51 0.21 -0.14
O 0.529 4.248 2.578 0.10 1.56 -0.23 -0.25
H 2.187 -1.856 -0.758 0.19 -0.12 0.27 0.08
H 4.125 -0.448 -7.383 -0.43 -0.84 -0.25 0.12
```
Positions in Å, forces in eV/Å.

F_max (eV/Å): 4.6
Energy (Ha): -4729.41686

***

Entry 3:
C5H6N2 as an isolated structure. Source: the OMol25 dataset; level of theory: ωB97M-V with the def2-TZVPD basis set.

Geometry as XYZ:
```
13
Properties=species:S:1:pos:R:3:forces:R:3:nbo_charge:R:1
H -0.260 0.817 2.128 -0.14 -0.22 -0.01 0.21
H -0.204 0.619 -2.889 -0.18 -0.19 0.02 0.21
C -0.312 0.233 -1.885 -0.20 0.08 -0.21 -0.07
N 0.585 -0.726 -1.405 -0.22 -0.10 0.18 -0.47
H 0.618 1.205 0.603 0.42 -0.13 0.55 0.20
H -1.980 1.368 -0.937 0.10 -0.12 -0.12 0.22
C 0.124 0.420 1.190 0.08 0.31 0.45 -0.20
C 0.174 -0.924 -0.192 0.17 0.00 -0.26 0.39
N -0.903 -0.120 0.216 0.02 0.08 -0.25 -0.40
H 0.496 -1.660 1.853 0.07 0.17 -0.14 0.23
H 1.969 -0.934 1.109 -0.19 0.14 -0.04 0.23
C -1.187 0.634 -0.925 -0.01 0.04 -0.24 -0.11
C 0.880 -0.930 1.135 0.09 -0.06 0.06 -0.44
```
Positions in Å, forces in eV/Å.

F_max (eV/Å): 0.7
Energy (Ha): -303.56341
ΔE to the lowest compared entry with this formula, charge and spin (kcal per mole): 45.60

***

Respective highest occupied orbital energy values: -10.18; -9.09; -8.94 eV.